242
Properties=species:S:1:pos:R:3:forces:R:3:lowdin_charge:R:1 method="wB97M-V/def2-TZVPD" orbital_gap_ev=8.196 e_tot_ev=-93684.9596
C 3.867 13.598 1.238 0.327 1.294 -1.116 -0.058
C 3.609 14.458 -0.070 0.663 2.019 1.174 -0.263
N 2.435 14.193 -0.811 -1.777 -2.868 0.108 -0.226
C 2.425 14.669 -2.178 0.254 1.076 0.458 -0.241
C 2.463 16.249 -2.181 0.049 -1.107 -0.144 -0.066
C 2.094 12.767 -0.716 -0.298 -0.593 -1.637 -0.243
C 3.096 11.799 -1.390 0.624 -0.470 -0.163 -0.093
H 4.603 14.059 1.896 0.355 0.313 -0.444 0.063
H 4.292 12.647 0.918 -0.465 -0.186 0.434 0.056
H 3.012 13.550 1.912 -0.321 -0.438 -0.536 0.072
H 3.433 15.521 0.096 0.639 0.231 1.363 0.093
H 4.449 14.565 -0.756 0.882 -0.970 0.071 0.112
H 3.229 14.247 -2.781 0.778 0.197 0.025 0.100
H 1.563 14.200 -2.650 -0.491 0.714 -0.016 0.111
H 1.547 16.638 -1.738 -0.138 0.036 -0.404 0.072
H 3.260 16.670 -1.569 0.187 -0.439 0.127 0.052
H 2.690 16.645 -3.171 -0.545 -0.039 -0.127 0.065
H 1.214 12.611 -1.340 -0.430 0.208 0.168 0.102
H 1.781 12.463 0.283 0.445 0.181 0.054 0.103
H 2.844 10.740 -1.335 -0.615 0.007 0.299 0.069
H 4.134 11.784 -1.058 0.032 0.538 0.379 0.058
H 3.166 11.974 -2.463 -0.156 0.290 -0.071 0.062
C -0.648 -4.738 -9.703 -0.745 0.948 -0.293 -0.088
C -0.182 -3.496 -8.934 1.574 -1.094 0.489 -0.269
N -0.864 -3.024 -7.721 -1.517 -0.698 0.160 -0.153
C -1.187 -4.136 -6.780 0.171 1.578 0.240 -0.283
C 0.005 -4.765 -6.162 1.610 -1.366 -0.005 -0.105
C -2.180 -2.363 -7.965 1.531 -1.085 -0.107 -0.268
C -2.024 -1.205 -8.883 -0.264 1.060 -1.104 -0.103
H -1.674 -4.518 -10.000 -0.342 -0.888 -0.006 0.068
H -0.475 -5.671 -9.167 -0.540 0.078 0.108 0.069
H -0.084 -4.808 -10.632 0.135 0.082 0.010 0.071
H 0.786 -3.855 -8.584 0.427 0.624 0.152 0.091
H 0.042 -2.712 -9.657 -0.297 0.240 0.405 0.100
H -1.716 -3.690 -5.939 -0.208 0.341 -0.047 0.108
H -1.927 -4.833 -7.173 0.233 -0.435 -0.476 0.113
H 0.585 -4.181 -5.447 -0.646 0.439 0.228 0.079
H -0.260 -5.712 -5.692 -0.089 0.034 0.229 0.077
H 0.805 -5.033 -6.853 -0.220 -0.174 -0.531 0.060
H -2.558 -2.101 -6.977 0.006 0.454 -0.111 0.112
H -2.893 -3.099 -8.337 -0.270 -0.144 -0.386 0.105
H -1.435 -1.295 -9.796 0.390 -1.006 0.170 0.059
H -1.518 -0.365 -8.408 -0.621 0.259 0.239 0.080
H -2.977 -0.993 -9.367 -0.315 0.761 0.640 0.075
C -1.252 -3.332 11.279 -0.001 -0.425 -0.214 -0.089
C -0.970 -2.391 10.150 0.019 0.974 0.967 -0.335
N -0.830 -2.981 8.869 -0.496 -1.419 -0.989 -0.177
C -0.233 -2.041 7.934 -1.971 -0.476 -0.890 -0.294
C 1.128 -1.610 8.220 2.479 0.725 1.362 -0.113
C -2.159 -3.500 8.334 1.256 -0.188 2.031 -0.225
C -1.992 -4.628 7.317 0.633 1.543 0.010 -0.076
H -2.050 -4.047 11.079 0.050 0.001 0.075 0.061
H -1.540 -2.717 12.132 0.304 -0.366 0.316 0.079
H -0.296 -3.847 11.370 -0.313 -0.436 0.814 0.081
H -1.662 -1.550 10.203 -0.713 0.339 -0.498 0.116
H -0.046 -1.923 10.491 0.356 0.091 -0.588 0.108
H -0.228 -2.503 6.947 -0.248 -0.017 -0.062 0.109
H -0.937 -1.209 7.918 0.021 0.686 -0.515 0.118
H 1.228 -0.831 8.977 -0.398 0.118 0.180 0.069
H 1.717 -2.426 8.640 0.044 -0.307 -0.177 0.086
H 1.713 -1.198 7.398 -0.408 -0.228 -0.431 0.077
H -2.808 -2.641 8.162 -0.112 0.091 -0.974 0.114
H -2.637 -3.988 9.183 -0.023 0.157 0.186 0.086
H -2.943 -4.798 6.811 0.210 -0.438 0.012 0.075
H -1.549 -5.473 7.844 -0.472 -0.205 -0.159 0.078
H -1.229 -4.298 6.612 -0.212 -0.220 -0.465 0.052
C 2.294 2.894 -11.480 -0.284 -0.244 -0.213 -0.097
C 1.332 4.010 -11.861 0.943 0.463 0.259 -0.266
N 1.389 4.512 -13.262 -2.132 -0.524 0.917 -0.189
C 2.605 5.214 -13.595 -0.580 0.624 -0.326 -0.257
C 2.703 5.588 -15.075 0.142 -0.556 -1.251 -0.101
C 0.130 5.284 -13.467 -0.327 -1.888 -1.514 -0.236
C -0.998 4.225 -13.705 0.287 1.198 0.203 -0.088
H 3.129 3.372 -10.967 0.432 -0.798 -0.248 0.069
H 2.520 2.234 -12.317 0.618 0.406 -0.219 0.077
H 1.770 2.200 -10.824 0.190 0.215 0.508 0.063
H 0.385 3.663 -11.447 -0.546 0.445 -1.181 0.099
H 1.599 4.840 -11.207 -0.090 0.473 0.263 0.106
H 3.442 4.588 -13.288 0.061 0.154 -0.055 0.113
H 2.623 6.175 -13.080 0.455 0.195 0.661 0.111
H 2.212 4.912 -15.775 -0.115 -0.742 0.424 0.070
H 3.737 5.569 -15.420 0.149 0.249 0.209 0.065
H 2.265 6.521 -15.430 0.115 0.440 0.819 0.064
H -0.137 6.003 -12.692 0.249 0.066 0.301 0.112
H 0.134 5.780 -14.437 0.592 0.442 0.155 0.098
H -0.686 3.616 -14.554 0.086 -0.397 0.432 0.072
H -1.205 3.686 -12.780 -0.076 -0.359 -0.394 0.053
H -1.909 4.718 -14.044 -0.172 0.137 0.263 0.062
C 8.433 -0.425 -7.221 0.436 0.891 -0.371 -0.089
C 9.435 -0.433 -6.066 -1.379 0.639 0.472 -0.268
N 10.033 0.895 -5.889 1.263 -0.401 1.026 -0.187
C 10.501 1.074 -4.473 -2.017 1.438 0.064 -0.229
C 9.324 1.190 -3.464 -0.129 -0.948 0.268 -0.102
C 11.173 1.072 -6.810 -1.191 1.064 0.437 -0.249
C 11.560 2.547 -6.881 1.017 0.160 -0.430 -0.092
H 7.717 -1.246 -7.265 0.308 -0.133 0.116 0.070
H 8.969 -0.323 -8.164 -0.070 -0.441 -0.228 0.056
H 7.887 0.516 -7.161 -0.282 -0.069 0.210 0.073
H 8.847 -0.536 -5.154 0.074 -0.660 -0.017 0.091
H 10.141 -1.258 -6.163 0.345 -0.068 0.129 0.115
H 11.236 0.347 -4.130 0.161 -0.167 -0.120 0.115
H 10.863 2.095 -4.350 0.861 -0.243 -0.606 0.090
H 8.518 1.867 -3.748 0.161 -0.044 -0.586 0.075
H 8.878 0.222 -3.235 -0.183 -0.064 -0.087 0.053
H 9.631 1.568 -2.489 0.536 0.005 -0.042 0.065
H 10.758 0.806 -7.782 0.584 -0.336 -0.131 0.103
H 12.005 0.442 -6.496 0.252 -0.218 -0.248 0.112
H 10.879 3.112 -7.517 -0.255 0.048 0.422 0.074
H 12.537 2.689 -7.343 0.148 -0.365 -0.393 0.066
H 11.749 3.031 -5.923 -0.647 -0.084 0.115 0.057
C 1.459 2.043 -3.306 -1.000 0.425 0.822 -0.070
C 0.513 1.783 -2.061 1.190 -1.025 -0.911 -0.241
N 0.853 2.398 -0.780 -1.269 0.820 -1.109 -0.188
C 0.688 3.860 -0.919 0.943 0.052 1.009 -0.270
C -0.725 4.378 -1.195 0.648 -0.146 0.067 -0.080
C 2.091 1.977 -0.150 0.074 -0.839 -0.278 -0.258
C 2.180 0.461 0.239 0.308 1.717 1.189 -0.071
H 1.425 3.077 -3.648 0.228 0.248 0.349 0.052
H 1.028 1.521 -4.160 0.322 -0.516 0.101 0.066
H 2.485 1.754 -3.080 -0.055 -0.081 -0.290 0.062
H -0.505 1.995 -2.388 -0.032 0.334 0.429 0.098
H 0.534 0.702 -1.927 -0.073 -0.119 0.127 0.093
H 1.028 4.261 0.036 -0.323 0.152 0.340 0.105
H 1.431 4.309 -1.578 0.043 -0.119 -0.728 0.104
H -1.335 3.980 -0.384 -0.486 0.131 -0.338 0.074
H -0.725 5.467 -1.182 0.096 0.055 0.431 0.071
H -1.110 4.166 -2.192 -0.068 -0.557 0.144 0.063
H 2.240 2.587 0.741 -0.312 -0.144 0.261 0.109
H 3.002 2.186 -0.711 0.093 0.219 -0.739 0.100
H 2.012 -0.290 -0.533 -0.020 0.258 0.131 0.066
H 1.617 0.315 1.161 -0.797 -0.400 -0.427 0.064
H 3.179 0.404 0.673 0.420 -0.488 -0.538 0.064
C -8.740 -0.250 -6.213 0.579 0.385 -1.047 -0.087
C -9.027 1.222 -5.832 -0.933 -2.348 0.128 -0.262
N -8.498 1.477 -4.523 -0.042 -0.746 1.474 -0.210
C -8.077 2.834 -4.314 0.647 -0.376 -0.673 -0.272
C -6.742 3.047 -5.044 0.326 0.476 0.289 -0.087
C -9.258 0.891 -3.364 0.437 0.468 -0.488 -0.225
C -10.485 1.689 -2.947 0.043 -0.061 -0.315 -0.095
H -7.697 -0.388 -6.496 0.247 0.015 0.406 0.064
H -9.261 -0.508 -7.135 -0.409 -0.065 0.049 0.064
H -8.998 -0.978 -5.444 -0.045 0.239 0.015 0.060
H -8.705 1.890 -6.631 0.322 0.136 0.416 0.116
H -10.117 1.229 -5.830 -0.507 0.669 0.005 0.099
H -8.847 3.525 -4.657 -0.081 0.472 0.016 0.111
H -7.900 2.989 -3.249 -0.118 0.132 0.016 0.114
H -6.594 2.596 -6.025 -0.728 -0.122 -0.081 0.064
H -6.558 4.113 -5.177 0.225 0.088 0.143 0.066
H -5.946 2.600 -4.449 0.066 0.188 0.163 0.070
H -8.587 0.820 -2.508 0.325 0.164 -0.064 0.108
H -9.543 -0.146 -3.539 0.043 0.070 -0.504 0.098
H -10.207 2.640 -2.493 -0.065 0.041 -0.067 0.065
H -11.083 1.129 -2.228 -0.049 0.021 -0.014 0.072
H -11.080 1.875 -3.842 -0.276 0.150 0.135 0.067
C 8.175 4.794 3.022 -0.258 -0.050 -0.732 -0.091
C 7.800 3.919 4.238 1.207 0.724 -0.557 -0.254
N 8.436 2.618 4.149 0.690 -1.248 -0.363 -0.173
C 9.939 2.628 4.161 -0.315 0.743 1.733 -0.216
C 10.527 3.020 5.537 0.163 0.292 -0.783 -0.095
C 7.773 1.665 5.047 -1.854 0.719 -0.793 -0.312
C 8.117 0.256 4.833 2.141 -1.408 0.137 -0.115
H 7.994 4.251 2.095 -0.254 -0.293 0.023 0.071
H 9.215 5.098 2.903 0.189 -0.166 0.689 0.056
H 7.621 5.725 2.906 -0.292 -0.034 0.483 0.064
H 8.119 4.426 5.148 -0.072 0.318 0.365 0.102
H 6.722 3.780 4.320 0.044 -0.033 -0.241 0.113
H 10.359 3.312 3.425 -0.497 -0.079 -0.231 0.096
H 10.487 1.693 4.049 -1.142 -0.622 -0.888 0.102
H 10.373 4.069 5.791 -0.340 -0.137 0.338 0.064
H 11.604 2.908 5.417 0.145 -0.121 0.368 0.069
H 10.153 2.306 6.271 0.123 0.351 0.321 0.066
H 7.737 1.925 6.105 0.549 0.227 0.349 0.116
H 6.716 1.615 4.786 -0.353 1.064 -0.252 0.109
H 9.069 0.126 5.348 0.298 -0.794 -0.151 0.065
H 7.425 -0.493 5.219 -0.179 0.384 0.251 0.080
H 8.268 0.022 3.779 0.001 0.162 -0.066 0.086
C -6.185 10.606 1.695 -0.004 1.048 0.001 -0.101
C -7.490 10.927 2.431 1.152 -0.941 -0.908 -0.284
N -8.542 11.386 1.527 -0.374 2.091 0.626 -0.163
C -8.079 12.550 0.672 -0.577 -1.805 -0.260 -0.236
C -9.188 13.118 -0.245 0.979 0.135 0.207 -0.093
C -9.631 11.876 2.392 -1.526 -1.632 0.239 -0.262
C -10.327 10.655 3.097 -0.125 0.579 0.271 -0.090
H -6.355 10.122 0.734 0.003 -0.087 0.084 0.078
H -5.490 10.026 2.302 -0.174 -0.076 0.019 0.071
H -5.736 11.587 1.541 0.537 -0.218 -0.473 0.060
H -7.731 9.978 2.912 -0.772 0.382 0.273 0.106
H -7.251 11.707 3.154 -0.121 -0.010 0.535 0.114
H -7.549 13.311 1.246 -0.198 0.336 0.298 0.114
H -7.335 12.108 0.009 0.064 0.140 -0.052 0.094
H -8.631 13.645 -1.020 -0.219 0.193 -0.179 0.066
H -9.756 12.333 -0.744 0.005 -0.078 0.233 0.080
H -9.857 13.844 0.217 0.008 -0.170 0.112 0.062
H -10.364 12.442 1.817 -0.156 -0.567 -0.423 0.090
H -9.422 12.618 3.162 1.105 0.054 0.316 0.108
H -10.607 9.865 2.399 0.056 0.164 -0.136 0.072
H -11.209 10.940 3.670 -0.382 0.412 -0.458 0.060
H -9.771 10.191 3.912 0.721 0.051 -0.326 0.054
C -3.475 0.841 1.472 -2.306 0.221 1.247 -0.199
O -2.215 0.744 2.079 0.181 -0.384 -1.024 -0.099
H -3.691 0.483 0.466 1.078 0.174 -0.422 0.078
H -4.220 0.269 2.026 0.333 -0.398 0.515 0.072
H -3.865 1.847 1.629 0.037 0.381 -0.612 0.074
H -1.653 1.143 1.412 0.752 0.030 0.244 0.063
C -0.552 6.674 -6.760 0.117 0.276 0.674 -0.171
O 0.507 7.334 -7.430 -0.137 0.171 -0.205 -0.120
H -1.453 7.284 -6.812 -0.031 -0.103 -0.597 0.076
H -0.712 5.664 -7.140 -0.158 0.020 -0.100 0.073
H -0.385 6.626 -5.684 0.304 -0.255 0.157 0.070
H 1.348 7.135 -7.012 -0.063 -0.106 0.078 0.070
C 5.396 5.975 -5.503 1.710 -0.453 -0.021 -0.189
O 4.958 7.290 -5.590 -1.421 0.986 -0.054 -0.116
H 6.459 6.048 -5.273 0.197 -0.704 0.276 0.077
H 4.902 5.398 -4.722 -0.210 0.360 0.062 0.078
H 5.336 5.410 -6.433 -0.327 0.093 -0.253 0.073
H 5.670 7.894 -5.815 0.019 -0.301 -0.016 0.078
C 2.346 -6.197 2.998 1.821 1.216 -0.047 -0.177
C 1.744 -6.691 1.682 -0.213 1.197 -0.043 -0.181
C 0.699 -7.614 2.207 1.125 -0.699 0.875 -0.167
O 1.419 -8.213 3.348 -2.056 -2.067 -0.360 -0.148
C 2.319 -7.366 3.977 0.301 1.270 -1.621 -0.233
H 1.843 -5.340 3.445 -0.481 0.008 -0.411 0.108
H 3.374 -5.854 2.878 0.116 0.114 -0.159 0.104
H 2.382 -7.244 0.992 0.566 -0.125 0.567 0.114
H 1.381 -5.883 1.048 -0.313 0.213 0.264 0.112
H 0.534 -8.364 1.434 -0.477 -0.419 0.604 0.118
H -0.222 -7.158 2.571 -0.029 0.078 -0.164 0.120
H 3.306 -7.828 4.003 -0.058 -0.297 0.285 0.116
H 2.043 -6.988 4.961 -0.307 -0.482 0.218 0.114
C 1.211 8.811 5.450 0.263 -0.920 0.159 -0.159
C 2.273 9.421 6.272 0.810 1.844 1.626 -0.206
C 2.306 8.608 7.581 0.818 2.338 -0.246 -0.245
O 1.966 7.347 7.211 -0.254 -1.585 -0.011 -0.117
C 1.457 7.349 5.900 -1.140 -1.109 -1.131 -0.198
H 1.426 9.109 4.424 -0.438 -0.739 -0.235 0.115
H 0.237 9.196 5.755 -0.096 -0.237 -0.076 0.115
H 2.044 10.471 6.452 0.252 0.156 0.164 0.113
H 3.260 9.386 5.810 -0.047 -0.164 -0.202 0.116
H 1.613 9.003 8.325 -0.125 0.124 0.176 0.118
H 3.322 8.656 7.974 0.029 -0.176 0.361 0.117
H 0.571 6.716 5.943 -0.315 0.192 -0.262 0.115
H 2.153 6.799 5.267 0.247 0.277 -0.327 0.116